[1]
Computed, not measured: a cluster of 3 separate species, C4H12NO4 in total, with ωB97M-V/def2-TZVPD.

```
21
Properties=species:S:1:pos:R:3:forces:R:3:mulliken_charge:R:1
C 1.54842 -0.57940 -1.40094 -0.3313 0.1864 -0.3264 -0.5738
O 1.87399 0.25398 -0.31052 -0.7594 -0.0530 0.5899 -0.6213
C 0.07030 -0.94882 -1.54170 -0.5988 0.7125 0.5578 -0.3892
C -0.72789 -1.36911 -0.29043 0.3925 -0.7580 -0.0340 -0.6078
C -1.36536 -0.26527 0.55996 -0.0232 0.1732 1.0464 0.5640
N -0.62590 0.81846 0.80847 0.4445 0.4546 -1.0034 -0.8566
O -2.47477 -0.50801 1.06719 -0.3119 -0.1257 -0.3148 -0.7724
H 1.77349 -0.00674 -2.30416 0.2825 -0.1856 -0.3832 0.2658
H 2.17380 -1.48246 -1.41845 0.0515 0.1273 0.3230 0.3483
H -0.44191 -0.03376 -1.85176 0.0349 -0.0752 -0.4451 0.2085
H -0.03641 -1.68706 -2.34483 0.0656 0.0469 0.1134 0.3827
H -1.54125 -2.03930 -0.57388 -0.1078 0.2062 -0.1448 0.3187
H -0.13034 -2.00290 0.37935 0.1631 0.2109 0.0643 0.2329
H -1.17394 1.52888 1.30661 0.1140 -0.5951 0.0341 0.1643
H 1.01233 0.61589 0.09107 0.4214 -0.2347 -0.2043 0.3672
H 0.51228 2.42176 -1.78151 -0.0548 0.1012 -0.0680 0.3163
H -0.51889 2.01457 -0.77350 -0.2267 -0.2122 0.2598 0.3999
O -0.42113 2.55787 -1.58073 0.3032 0.0812 -0.1412 -0.7246
H 0.81587 0.17628 2.95758 -0.1326 -0.0219 -0.0968 0.3345
H 1.34134 -0.51262 1.73608 0.1803 0.0889 0.2713 0.3643
O 1.45487 -0.49564 2.70232 0.0931 -0.1278 -0.0982 -0.7218
```
Positions in Å, forces in eV/Å.

As for the net charge: -1. The calculation puts the energy above the lowest of the compared OMol25 structures with the same formula, charge and spin at 24.52 kcal per mole. The spin multiplicity is 1. For the total energy, the calculation gives -515.3965 Eh. Its orbital gap is 8.39 eV. As for the lowest unoccupied orbital energy: 3.76 eV.

[2]
Computed, not measured: a cluster of 3 separate species, C4H12NO5 in total, with ωB97M-V/def2-TZVPD.

```
22
Properties=species:S:1:pos:R:3:forces:R:3:mulliken_charge:R:1
C -0.78104 -0.98819 -1.13936 0.2948 2.3012 -2.5718 -0.2364
C -1.21544 0.49034 -1.74859 -0.2847 -1.2699 -0.9022 -0.6182
C -0.91293 1.70418 -0.90263 1.9932 -3.3261 4.1430 -0.5473
O -1.58684 1.66910 0.40562 0.1051 -0.5705 -0.7996 -0.5449
N 0.61084 -1.31600 -1.46088 -2.6811 -1.2032 -2.8935 -0.2293
C 1.74052 -0.73056 -0.83008 -0.6632 -0.7059 -1.0313 0.4670
O 2.66152 -0.67079 -1.62806 2.3207 0.6499 -0.5241 -0.7848
O 1.65954 -0.46398 0.37706 -0.2915 0.5462 0.8278 -0.7007
H -1.50756 -1.66189 -1.69083 0.8897 0.2127 1.3870 0.3449
H -0.83654 -0.85690 -0.07625 -0.5353 -0.7570 0.6088 -0.0775
H -2.28666 0.45680 -2.20310 1.3341 0.2388 1.4122 0.3142
H -0.63996 0.70016 -2.65667 0.3267 -0.5344 -0.0905 0.3405
H 0.18753 1.88169 -0.61568 -1.3534 -0.5874 -1.1270 0.2185
H -1.31224 2.49114 -1.33657 -1.5359 4.0692 -2.2212 0.4522
H -1.53618 0.74018 0.68026 -0.1109 0.4303 0.2553 0.3211
H 0.71582 -1.46294 -2.54625 0.1754 0.6516 3.1739 0.2555
H -1.60438 1.49052 2.71656 0.3006 7.7747 -4.6301 0.2686
H -0.89729 0.20967 2.96765 3.5682 -2.6749 -1.0426 0.4434
O -1.59212 0.75171 3.12343 -4.7891 -4.6778 6.0361 -0.6830
H 0.24732 -1.45191 1.79002 0.4285 1.5141 1.6744 0.3327
H 0.72782 -0.04110 2.11179 0.0679 -1.1622 0.1740 0.4321
O 0.29287 -0.80329 2.57309 0.4404 -0.9193 -1.8584 -0.7689
```
Positions in Å, forces in eV/Å.

As for the net charge: -1. The calculation puts the energy above the lowest of the compared OMol25 structures with the same formula, charge and spin at 38.81 kcal per mole. The spin multiplicity is 1. For the total energy, the calculation gives -590.5839 Eh. Its orbital gap is 8.32 eV. As for the lowest unoccupied orbital energy: 3.63 eV.

[3]
Computed, not measured: the molecule C4H12NOPS2, with ωB97M-V/def2-TZVPD.

```
21
Properties=species:S:1:pos:R:3:forces:R:3:mulliken_charge:R:1
C -0.78074 1.91412 1.15735 -0.4729 -1.0309 -0.8010 -1.0453
C -2.00872 -1.09823 -0.75150 -0.5129 0.5793 3.2087 -1.5626
C -0.80163 1.09407 -0.16683 0.4588 0.2844 0.2320 -0.4607
C -0.80858 -0.42684 -0.02755 1.8584 -3.4512 1.2158 0.4805
N 0.40743 -1.15585 -0.54933 -2.0558 0.7175 0.0065 -0.5327
O 3.00055 -1.24242 -1.25091 0.9262 2.5619 -0.0643 -0.4888
P 2.35172 -0.32036 -0.10128 0.3406 -0.0359 0.6735 0.6060
S 2.67949 1.52388 -0.51322 0.8448 0.9951 -0.3954 -0.3165
S 2.62591 -1.09242 1.81110 -0.9720 0.3443 0.6569 -0.2918
H -0.92979 2.95368 0.84354 -0.6487 -0.1450 0.5334 0.3583
H -1.53242 1.45639 1.87605 0.9141 1.1140 -0.6653 0.3208
H 0.23018 1.93304 1.54214 0.1869 -0.4158 0.5012 0.2353
H -2.02448 -2.19100 -0.75596 0.1960 0.2687 0.1056 0.4081
H -2.91274 -0.70374 -0.21559 0.4514 -0.5312 -0.6646 0.3403
H -1.97881 -0.69902 -1.70393 -0.2555 0.5571 -2.2307 0.4661
H -1.71909 1.32569 -0.70821 0.1586 0.3361 -0.2381 0.3664
H 0.11147 1.36201 -0.73240 -0.8566 0.0993 -0.0226 0.1187
H -0.66809 -0.78824 1.06564 -1.0970 0.9535 -1.3156 0.1980
H 0.56025 -1.03494 -1.53490 -0.6811 -0.0043 -1.1206 0.3461
H 2.92058 -2.15759 -1.31576 -0.5081 -2.4281 0.4076 0.3226
H 1.27752 -0.65225 2.03156 1.7251 -0.7688 -0.0230 0.1312
```
Positions in Å, forces in eV/Å.

As for the net charge: 0. As for the expectation value of S²: 2.01. The calculation puts the energy above the lowest of the compared OMol25 structures with the same formula, charge and spin at 3.12 kcal per mole. The spin multiplicity is 3. For the total energy, the calculation gives -1427.1940 Eh. Its orbital gap (spin up / spin down) is 5.86 / 6.36 eV. As for the lowest unoccupied orbital energy (spin up / spin down): 0.51 / -2.63 eV.

[4]
Computed, not measured: a cluster of 2 separate species, C4H12NOS in total, with ωB97M-V/def2-TZVPD.

```
19
Properties=species:S:1:pos:R:3:forces:R:3:mulliken_charge:R:1
C -2.46012 -0.11159 1.30411 0.6880 -0.4129 2.3919 -4.1386
N -1.06905 0.43431 1.52632 -0.2685 -2.6817 -3.1534 0.0716
C -0.21187 0.19609 0.29265 0.9133 -0.3971 1.6493 0.7935
C 1.09634 1.02887 0.33535 0.3644 -0.2861 1.9572 -0.7518
S 1.71438 1.64209 -1.22296 0.1543 0.8451 -0.6920 -0.7269
C 0.23284 -1.27599 0.34749 -1.8581 0.2476 -4.8625 -2.1449
H -2.69823 -0.72466 2.27209 -0.1477 0.9277 -1.6383 0.8491
H -2.47964 -0.81223 0.46133 0.3112 0.0000 0.2091 0.6676
H -3.26723 0.58570 1.04724 0.1584 0.3184 0.3159 0.9444
H -0.90091 1.29773 1.95435 -0.4601 1.4381 0.2888 0.2159
H -0.72329 0.28741 -0.65735 -0.4285 0.7467 -0.0986 0.2895
H 1.88953 0.24032 0.66375 -1.1427 1.8339 0.2828 0.1586
H 0.93741 1.90982 1.12367 0.6264 -1.7669 -1.4131 0.1478
H -0.63581 -1.87816 0.11518 -0.9068 -0.1889 -0.3370 0.5844
H 0.85660 -1.58138 -0.56025 0.2106 0.5758 1.8168 0.2900
H 0.31128 -1.58586 1.30296 1.8815 -0.8927 3.2841 0.8567
H 2.68864 0.30541 -2.75645 -0.1271 -0.8964 0.8366 0.2424
H 2.15421 0.36302 -4.03402 -0.6749 0.0441 -1.0133 0.3074
O 2.56492 -0.32091 -3.51544 0.7061 0.5454 0.1757 -0.6569
```
Positions in Å, forces in eV/Å.

As for the net charge: -2. As for the expectation value of S²: 0.75. The calculation puts the energy above the lowest of the compared OMol25 structures with the same formula, charge and spin at 39.15 kcal per mole. The spin multiplicity is 2. For the total energy, the calculation gives -687.6104 Eh. Its orbital gap (spin up / spin down) is 1.85 / 6.10 eV. As for the lowest unoccupied orbital energy (spin up / spin down): 5.77 / 5.74 eV.

[5]
Computed, not measured: a cluster of 2 separate species, C4H12NOS in total, with ωB97M-V/def2-TZVPD.

```
19
Properties=species:S:1:pos:R:3:forces:R:3:mulliken_charge:R:1
C 1.64994 -0.39439 -0.91958 -0.0636 -0.4847 -0.3958 -0.6841
N 0.69049 -0.93798 0.05007 -0.6144 1.2533 0.8984 -0.2266
C -0.75715 -0.54381 -0.19251 1.4490 -1.8824 -0.6301 -0.6462
C -1.49369 -0.44898 1.14632 0.0502 0.5642 -1.3089 -0.7672
S -3.29816 -0.22156 0.89883 0.2276 0.2692 0.2090 -0.7162
C 3.07736 -0.50633 -0.39218 -0.6786 -0.4875 0.3594 -4.0559
H 1.44840 0.64221 -1.23586 -0.2065 -0.0473 0.1345 0.5951
H 1.55164 -1.03989 -1.79910 0.0922 0.2685 -0.2781 0.4695
H 0.87882 -0.44055 0.92613 0.3540 -0.4035 -0.1217 0.3505
H -0.72896 0.27495 -0.91824 -0.6261 0.6365 0.6142 0.3606
H -1.19830 -1.37892 -0.74063 -0.2111 -0.0094 -0.1132 0.1870
H -1.34690 -1.40112 1.64833 0.2807 0.0064 0.1972 0.2729
H -0.95333 0.35329 1.66918 -0.5380 -0.0309 0.4688 0.3191
H 3.29858 -1.57521 -0.29423 0.2683 -0.0232 -0.0305 0.3245
H 3.09377 -0.13942 0.64523 0.3578 0.2818 -0.2010 0.6026
H 3.83729 -0.03073 -1.01972 0.0154 0.0486 0.1345 1.7003
H -3.24742 1.96543 -0.28051 -0.2705 -0.2199 0.3670 0.2484
H -3.05622 2.93343 0.84187 -0.0429 -0.1643 0.1686 0.3219
O -3.44615 2.88957 -0.03340 0.1565 0.4246 -0.4721 -0.6561
```
Positions in Å, forces in eV/Å.

As for the net charge: -2. As for the expectation value of S²: 0.75. The calculation puts the energy above the lowest of the compared OMol25 structures with the same formula, charge and spin at 2.88 kcal per mole. The spin multiplicity is 2. For the total energy, the calculation gives -687.6683 Eh. Its orbital gap (spin up / spin down) is 2.04 / 6.43 eV. As for the lowest unoccupied orbital energy (spin up / spin down): 5.78 / 5.75 eV.

[6]
Computed, not measured: the ion C4H12NOS with charge +1, with ωB97M-V/def2-TZVPD.

```
19
Properties=species:S:1:pos:R:3:forces:R:3:mulliken_charge:R:1
C 1.45636 -1.75548 -0.15034 -1.7197 0.6394 2.3062 -0.7391
C 1.47798 1.66243 0.15467 1.3087 -0.7390 -2.9377 -0.6026
C -1.19119 -0.51251 1.56915 -3.9266 -2.3776 -2.1776 -1.0956
C -1.69230 0.44227 -1.41273 -1.0673 -1.0053 0.8986 -1.0726
N 0.41092 -0.91644 -0.60294 2.5170 -3.3615 -3.0305 -0.2165
O 0.08863 1.58476 0.29398 1.5116 2.5848 1.0374 -0.3306
S -0.55538 0.08391 -0.09250 -6.7937 2.5304 3.4346 0.9345
H 0.97710 -2.75220 -0.16266 0.5636 0.0634 0.1501 0.3221
H 2.28743 -1.78723 -0.82444 0.7291 0.2565 -0.2703 0.2783
H 1.59928 -1.35638 0.89033 1.2253 -1.1712 -0.7717 0.4184
H 1.95590 0.66040 0.32127 0.0491 1.4169 0.5796 0.1928
H 1.57019 1.84222 -0.93069 0.7410 -0.1362 0.0428 0.3147
H 1.94044 2.53121 0.55410 0.2734 0.3430 1.2795 0.2937
H -2.33581 -0.29445 1.61080 1.9291 -0.6618 -0.5537 0.3323
H -0.81034 0.02568 2.33840 1.9304 2.4418 1.5930 0.4138
H -0.94593 -1.52833 1.76671 -0.2398 -1.2443 0.0606 0.4071
H -1.17534 0.04002 -2.26158 0.0271 0.7425 -1.0117 0.3980
H -2.01674 1.44522 -1.20067 1.1186 1.1547 -0.9029 0.3746
H -2.69140 0.04114 -1.36406 -0.1769 -1.4763 0.2736 0.3765
```
Positions in Å, forces in eV/Å.

As for the net charge: +1. As for the expectation value of S²: 2.01. The calculation puts the energy above the lowest of the compared OMol25 structures with the same formula, charge and spin at 136.68 kcal per mole. The spin multiplicity is 3. For the total energy, the calculation gives -687.1663 Eh. Its orbital gap (spin up / spin down) is 6.03 / 6.42 eV. As for the lowest unoccupied orbital energy (spin up / spin down): -2.95 / -8.04 eV.